This record from the OMol25 dataset describes a structure of composition C22H60N11O3P3 at a distorted geometry. The level of theory is ωB97M-V/def2-TZVPD.

```
99
Properties=species:S:1:pos:R:3:lowdin_charge:R:1
C -0.50583 1.93361 3.22727 -0.075
P -0.75949 0.96088 0.72223 0.705
H -3.70375 2.04754 0.28811 0.073
N -0.89388 -2.36238 2.81823 -0.260
H 0.10563 0.18874 -5.84630 0.067
H -0.63637 4.98940 -4.41219 0.080
C -0.23958 2.79611 -6.49048 -0.091
H -3.23531 0.47900 2.02144 0.081
H -2.94312 -0.24060 -2.01569 0.077
H 0.32333 2.57381 2.92603 0.079
N 0.34197 2.19240 0.23886 -0.269
H -0.62581 -1.91957 5.46297 0.070
H 0.94848 -2.55106 2.13051 0.071
C 5.69840 -1.11014 0.35266 -0.043
H 2.10161 4.56324 -2.15884 0.060
H -0.95634 3.70771 0.80185 0.071
C 2.15817 2.10498 -6.69873 -0.137
C -2.93549 2.05203 -0.48512 -0.072
H -1.56964 0.50602 -2.72857 0.062
C 1.60044 1.91223 -0.41617 -0.093
P 1.23865 2.17101 -4.22296 0.578
H 1.94676 1.13869 -7.15663 0.080
C 1.06030 -1.47980 -0.57867 -0.128
H -3.25574 1.83721 3.28712 0.096
N -1.43071 1.59810 2.11926 -0.270
H 2.77004 4.61787 -3.71780 0.078
H -0.29934 2.38521 -7.49830 0.079
H -0.58790 1.97612 -2.20721 0.058
H -1.12194 2.55480 -5.89777 0.071
H -3.31254 -0.66474 -0.42366 0.085
H 0.37568 -0.81360 -4.32830 0.014
H -0.23509 3.86160 -6.72034 0.073
H 3.13906 2.21962 -6.23738 0.082
N -2.00107 0.88057 -0.43455 -0.282
N -1.61297 -3.73279 5.00750 -0.314
C -2.59886 -4.66236 5.58723 -0.106
N 1.08051 2.50104 -5.85756 -0.328
H -0.55736 3.77743 -0.94383 0.041
H -1.08194 2.52892 3.93566 0.088
H 2.09467 2.86878 -7.47376 0.077
O -1.97036 -4.81780 2.61948 -0.314
H 0.08779 -6.48518 3.00729 0.082
H -3.13293 -5.08302 4.73523 0.066
H 1.59873 2.29219 -1.43780 0.050
H -2.09042 -2.25410 6.38136 0.072
C 1.81114 4.67850 -3.20309 -0.098
N 1.55707 -1.33187 -3.09883 0.156
C -2.46522 -0.37558 -1.04539 -0.104
H -0.09820 1.01354 3.64609 0.089
C -0.17821 3.55594 0.05381 -0.111
C 1.53056 -3.80807 4.44258 -0.071
H 6.46952 -1.87547 0.44056 0.083
H -0.81269 4.71420 -2.64345 0.065
O 2.57511 1.63852 -3.75284 -0.302
C -0.54042 4.26858 -3.60022 -0.152
H -1.71171 -1.13698 -1.24690 0.093
H 5.74774 -0.48569 1.24470 0.077
H -0.64410 -3.21515 6.73716 0.073
C -0.20075 -0.03244 -4.82390 -0.095
P -1.04997 -3.95130 3.42450 0.582
C 0.03895 -2.06787 1.77360 -0.177
H -2.35995 0.46212 3.53192 0.035
C -2.07583 -1.43399 2.83349 -0.084
H -2.38857 2.99004 -0.38968 0.049
H 0.48126 -6.34609 4.70806 0.081
N 0.50759 -4.57284 3.62092 -0.313
H 0.12689 -1.99466 -0.35112 0.064
N 0.77509 3.68433 -3.56409 -0.292
C -1.19991 -2.70918 5.94775 -0.139
H 0.19146 -0.99908 1.62343 -0.248
H -0.38538 -2.51995 0.87713 0.081
H -3.31584 -4.17747 6.24974 0.073
C 4.28532 -1.61021 0.42234 -0.102
N 3.17223 -2.02502 0.49517 0.164
H 1.79293 0.84529 -0.52884 0.060
H 1.43923 5.69730 -3.31190 0.078
H -2.88945 -1.76637 3.47820 0.105
H -2.07375 -5.44191 6.13920 0.074
H 0.05733 0.38638 -2.00088 0.047
N -0.06811 1.16332 -3.97057 -0.283
C 1.32880 -1.39734 -2.00700 -0.237
H 2.51682 -4.26176 4.34482 0.078
H -1.24722 -0.27926 -5.00310 0.082
C -0.59087 0.97867 -2.64674 -0.140
H 2.41424 2.36222 0.15246 0.093
H -2.36793 -1.25680 1.79841 0.075
H -1.33518 3.56323 -3.84298 0.072
H 1.73205 -6.18772 3.43987 0.082
H 1.07825 -0.45071 -0.21982 0.035
H -1.75055 -0.46872 3.22148 0.006
C 0.70783 -5.94281 3.72108 -0.178
H 1.50587 -2.76655 4.12208 0.063
H 0.67570 4.20372 0.25208 0.089
H 1.22763 -3.87240 5.48766 0.061
O -0.03726 -0.27337 1.05663 -0.204
C -2.67964 1.10962 2.71544 -0.149
H 5.90135 -0.45492 -0.49446 0.084
H 1.92421 -1.95158 -0.11051 -0.048
H -3.48190 2.08592 -1.42767 0.091
```

## Properties
net charge = 0
E_HOMO = -6.4856 eV
HOMO-LUMO gap = 0.255 Ha
ΔE to the lowest compared entry with this formula, charge and spin = 1194.81 kJ/mol


This record from the OMol25 dataset describes a cluster of 7 separate species, C22H60N2O13 in total at a distorted geometry. The level of theory is ωB97M-V/def2-TZVPD.

```
97
Properties=species:S:1:pos:R:3:lowdin_charge:R:1
O 2.52865 0.86995 3.19521 -0.214
H 0.46186 -1.15056 -3.64075 0.113
C 3.49042 2.75236 2.19529 -0.178
H -3.31356 3.04861 2.03088 0.060
H 4.60111 0.74108 -2.22362 0.103
H -1.15154 -9.33064 -2.00429 0.087
H -0.66459 7.03528 0.79229 0.093
H 3.23400 2.60936 -0.83439 0.071
C -1.30538 -6.98467 -2.89686 -0.244
H -1.79197 -4.92594 -2.72627 0.116
H 3.90551 2.95552 3.16515 0.117
H 4.24168 3.04410 1.47617 0.115
H 2.97201 0.86348 1.20706 0.088
O 1.56339 -3.57623 -0.13951 -0.169
C -0.53392 1.24699 1.06671 -0.207
C 1.35547 5.39393 0.89700 -0.215
H -3.11706 0.71137 0.40221 0.052
C -3.11929 -2.23669 -0.43501 -0.291
H 3.65711 2.89279 -2.47458 0.114
H 0.72668 -3.48566 -3.40855 0.135
H -1.66200 3.58132 5.43768 0.123
H 1.36790 -0.58864 4.02292 0.097
H -4.14126 -2.97463 1.44884 0.091
H -2.95558 5.12694 3.97020 0.110
C -1.84009 3.33461 4.36825 -0.215
H -1.32770 1.22635 -3.07952 0.129
H -1.05337 5.66819 -0.26656 0.077
H 1.80661 -2.15838 -1.67096 0.114
H -2.82186 -8.86557 -1.69935 0.076
H -1.48535 3.00953 0.45007 0.108
O 0.51262 -0.23445 -1.83735 -0.085
H -1.08712 0.50963 -4.71914 0.122
H 1.63199 3.18280 2.80904 0.080
O -3.26559 3.94367 2.42749 -0.104
H 3.32799 5.21697 1.68050 0.119
H -2.26259 -1.03992 -1.73309 0.058
H 1.23810 2.20823 -1.18224 0.033
H 0.93070 0.50821 -3.81461 0.117
C 0.26635 -0.14011 -3.22793 -0.215
H -0.39952 -2.84860 0.20749 0.062
H -1.61786 -9.10272 -0.35727 0.080
C -3.68353 -2.04351 0.99741 -0.079
H 2.23772 -0.33409 -0.94064 0.037
C 3.53229 0.76829 -2.05042 -0.189
O 1.68559 2.47305 -2.00452 -0.102
O -2.17944 -0.56657 -3.37569 -0.054
H 0.74732 -3.01047 1.57819 0.096
H -0.43165 1.57429 2.11380 0.121
H 2.03610 -0.98559 2.32644 0.089
C -1.80977 -8.71568 -1.35270 -0.073
H 1.17531 2.26550 1.07730 0.020
H -1.96178 2.26084 4.23003 0.105
H -4.49598 -1.32856 1.06382 0.062
H -0.80749 -5.40329 -4.07932 0.115
H -3.99114 3.65895 4.33034 0.108
H 0.81988 -1.64963 0.44978 0.067
H -1.46213 1.79440 -0.75948 0.099
H -1.95862 5.83294 1.09618 0.073
C 1.67077 -3.28104 -1.55267 -0.190
O 0.69441 1.65455 0.51637 -0.104
O -2.99587 1.64462 0.60232 -0.067
C -0.88586 -5.50423 -3.00334 -0.273
N 0.28281 -5.22708 -2.26405 -0.025
H -2.23906 -7.16295 -3.46570 0.122
H 3.11835 -1.04055 3.83501 0.086
H -0.57745 0.15016 1.08035 0.106
C 2.26516 -0.52654 3.35346 -0.083
C -1.12900 0.32298 -3.65828 -0.201
H -2.87535 -1.75269 1.66576 0.069
O 3.18601 -0.08716 -0.93062 -0.102
C -3.10823 4.07174 3.86757 -0.188
H 1.42200 4.92271 -0.09034 0.128
H -3.89186 -2.40572 -1.20675 0.120
C 0.50850 -3.76719 -2.33454 -0.226
C 3.10164 2.24407 -1.79188 -0.199
C -0.96373 5.98726 0.74166 -0.094
H -0.20828 -0.67401 -1.38392 0.055
O -1.41837 -7.30450 -1.51288 -0.197
H -2.16203 -1.31702 -3.95017 0.098
H 1.63926 6.46525 0.75237 0.135
H -0.40254 -3.21207 -2.06243 0.097
C 3.38918 1.24899 2.12815 -0.218
H 3.07812 0.46284 -3.05895 0.125
O 0.00955 5.20098 1.38639 -0.216
H 4.35799 0.84357 2.29952 0.117
H 0.19606 -5.48303 -1.27261 0.126
O -0.62323 3.72822 3.70726 -0.101
H -2.42800 -3.13504 -0.38504 0.101
H -0.50103 -7.55621 -3.43346 0.129
C -1.62144 1.94708 0.28739 -0.195
H 2.57571 -3.79692 -1.75051 0.119
H -0.75668 4.01840 2.78969 0.043
N 2.16439 3.38465 2.00332 -0.026
O -2.24492 -1.14763 -0.73344 -0.146
C 0.64413 -2.73684 0.52395 -0.114
H 2.05648 5.32418 2.86485 0.150
C 2.31678 4.86748 1.85709 -0.181
```

## Properties
SMILES = COCCNCCOC.COCCNCCOC.OCCO.OCCO.OCCO.OCCO.CCO
net charge = 0
E_HOMO = -9.1012 eV
HOMO-LUMO gap = 0.345 Ha
ΔE to the lowest compared entry with this formula, charge and spin = 0.00 kJ/mol